(1)
A 2-piece molecular cluster, C5H11N5O2 overall, computed with wB97M-V/def2-TZVPD.

Geometry as XYZ:
```
23
Properties=species:S:1:pos:R:3:forces:R:3:nbo_charge:R:1
C 1.90781 2.22432 -0.46836 0.3542 -0.0230 -0.2870 -0.4405
N 0.96568 1.13643 -0.42303 -0.8402 0.9848 -0.6132 -0.4344
N 1.39256 -0.14811 -0.34255 0.6356 -0.3714 0.2656 -0.3651
C 2.53340 -0.42456 0.15306 -0.1472 0.2275 -0.3103 0.1504
N 2.82656 -1.75714 0.40202 0.6350 0.2374 0.0207 -0.2986
O 1.93161 -2.61006 -0.22572 -0.5293 -0.2174 -0.4554 -0.5581
H 1.35787 3.14186 -0.67270 0.0032 -0.0488 0.0384 0.2187
H 2.68091 2.10059 -1.25289 -0.1267 -0.0022 0.2549 0.1753
H 2.39106 2.32945 0.49802 0.1814 0.1130 0.1374 0.1923
H 0.26101 1.22631 -1.15209 0.2304 -0.2745 0.3072 0.3690
H 3.32612 0.28794 0.37406 -0.1253 -0.1005 0.2473 0.1775
H 3.77013 -2.00362 0.10958 -0.1329 0.0324 0.0333 0.3535
H 1.44195 -2.01786 -0.84714 0.1558 -0.4318 0.3079 0.4748
N -2.68518 -0.01132 1.97979 -0.4989 0.1187 0.0739 -0.8594
C -2.69694 -0.30799 0.59730 -1.0133 0.3506 1.0234 -0.0118
C -3.82795 -0.44210 -0.26707 -0.4221 0.3067 -0.0290 -0.0478
N -3.46874 -0.68797 -1.49233 -0.5692 -0.1672 0.1393 -0.1238
O -2.10758 -0.79625 -1.46456 0.5753 0.0175 0.0446 -0.2829
C -1.67743 -0.55913 -0.21126 0.4316 -0.4090 -1.0136 0.0904
H -2.64965 0.97818 2.23977 0.2127 -0.8747 -0.1727 0.3848
H -2.15008 -0.65166 2.55185 0.0207 0.4963 -0.1120 0.3864
H -4.88657 -0.35268 -0.03781 0.2933 0.0588 0.0085 0.2182
H -0.63657 -0.65463 -0.04793 0.6759 -0.0232 0.0908 0.2310
```
Forces are in eV/Å.

Values from the calculation:
E_LUMO, hartree: 0.025
Gap between HOMO and LUMO, eV: 8.99
SMILES string: CN/N=C/NO.Nc1cnoc1
Net charge: 0

---

(2)
An isolated ion of composition C5H11NO and charge -1, computed with wB97M-V/def2-TZVPD.

Geometry as XYZ:
```
18
Properties=species:S:1:pos:R:3:forces:R:3:nbo_charge:R:1
O -1.55186 1.24920 -2.18151 -3.3325 -2.1788 -5.5213 -0.7681
C -0.93906 1.67181 -1.24761 1.8819 2.6600 5.0506 0.0191
C -0.82772 0.76393 -0.04981 1.8124 -0.0658 -0.0477 -0.1629
C 0.10094 -0.40643 -0.70495 1.9479 2.7690 1.6264 -0.4224
C 0.83600 -1.24638 0.36384 -1.8068 -1.9934 -1.1475 -0.4256
C 1.93806 -0.50807 1.14322 -0.6090 -0.3166 0.8376 -0.6209
N -2.15122 0.28757 0.44002 -1.0956 0.8279 -2.2500 -0.9018
H -0.47295 2.67083 -1.26631 0.3288 0.0386 0.3691 0.0590
H -0.26782 1.24663 0.82188 -0.6208 -0.4968 -1.0850 0.1515
H 0.96725 0.12560 -1.29717 -1.6225 -0.7267 0.9055 0.1774
H -0.53869 -0.82577 -1.43967 -0.3731 -1.1378 -0.4276 0.2278
H 0.07026 -1.57263 1.12627 0.5878 0.0776 -0.7370 0.1766
H 1.10772 -2.23713 -0.22672 0.3026 1.6896 1.5935 0.1809
H 2.91872 -0.83676 0.87212 0.7215 -0.4470 -0.0333 0.1954
H 1.96615 0.56946 1.01438 -0.4630 0.1790 -0.3631 0.2137
H 1.77015 -0.65584 2.24255 0.4179 -0.0310 -0.8790 0.1953
H -2.85505 0.35556 -0.42701 2.2329 -0.6131 2.4395 0.3802
H -2.07086 -0.65160 0.81646 -0.3104 -0.2344 -0.3307 0.3247
```
Forces are in eV/Å.

Values from the calculation:
2S+1: 2
E_LUMO (alpha / beta), hartree: 0.146 / 0.143
Gap between HOMO and LUMO (alpha / beta), eV: 2.98 / 7.29
Net charge: -1

---

(3)
C5H11NO as an isolated structure, computed with wB97M-V/def2-TZVPD.

Geometry as XYZ:
```
18
Properties=species:S:1:pos:R:3:forces:R:3:nbo_charge:R:1
C -1.90517 1.04193 0.04356 1.1929 1.0217 1.7253 -0.6188
C -1.47129 -0.25737 0.74511 -0.6956 -1.8880 -3.6193 -0.4106
C -0.58060 -0.98120 -0.36816 -0.2393 -0.8852 0.9346 -0.3867
C 0.67992 -0.23588 -0.82131 0.2848 -0.4177 0.0161 -0.5068
C 1.75239 -0.14312 0.32381 -4.5728 -3.0642 0.0591 0.5397
N 3.01758 0.16411 -0.18426 -1.2387 1.6170 1.3468 -0.7385
O 1.31162 -0.29095 1.47120 2.1046 -0.1076 -0.7654 -0.5964
H -0.96946 1.58954 -0.07505 -0.1358 0.4082 -0.3566 0.1907
H -2.48830 1.70245 0.67394 -0.4061 -0.0009 0.2066 0.2106
H -2.39590 0.99634 -0.93102 0.0943 -0.6963 0.1777 0.2110
H -0.85618 -0.36776 1.60909 -0.0895 1.2774 0.8755 0.2495
H -2.36690 -0.89480 0.84961 0.3675 0.0795 0.2251 0.1907
H -0.22110 -1.95302 0.01027 -0.3031 0.2126 0.0997 0.2017
H -1.24366 -1.24281 -1.20472 0.3674 0.3510 -0.1136 0.2023
H 1.19889 -0.75974 -1.62661 -0.2372 -0.1471 -0.0655 0.2280
H 0.37193 0.70403 -1.26751 0.4746 0.4746 0.1799 0.2272
H 2.35578 1.01720 0.32024 3.8730 1.1565 -1.3001 0.4221
H 3.81045 -0.08895 0.43180 -0.8411 0.6087 0.3740 0.3843
```
Forces are in eV/Å.

Values from the calculation:
E_LUMO, hartree: 0.026
Gap between HOMO and LUMO, eV: 10.63
Net charge: 0

---

(4)
The molecule C5H11NO, computed with wB97M-V/def2-TZVPD.

Geometry as XYZ:
```
18
Properties=species:S:1:pos:R:3:forces:R:3:nbo_charge:R:1
C -2.23582 0.16922 -0.68787 0.3749 0.1985 -0.1247 -0.6432
C -0.78055 -0.32203 -0.32469 0.3381 -0.3536 0.1326 -0.2638
C -0.64005 -0.47194 1.19018 -0.1432 -0.1391 0.2680 -0.2491
N 0.81207 -0.37619 1.23302 0.1096 0.0167 0.3244 -0.6485
C 0.94603 0.29787 -0.04364 -0.3368 -0.3347 -0.3432 0.4690
C 2.38019 0.02244 -0.60072 -0.4023 -0.1076 -0.2320 -0.6545
O 0.84662 1.68594 0.00757 -0.3176 0.1729 0.1198 -0.7180
H -2.47685 0.29483 -1.74911 0.3969 0.0326 0.0962 0.2186
H -2.94159 -0.61411 -0.33427 0.5990 0.1899 -0.0682 0.2209
H -2.57718 1.07438 -0.16117 0.4522 -0.0714 -0.1242 0.2027
H -0.66260 -1.27893 -0.83705 0.2118 -0.0671 0.1726 0.1962
H -1.06835 0.39614 1.71050 -0.0666 -0.1721 -0.0856 0.1790
H -1.05109 -1.37459 1.65078 -0.0010 0.0219 -0.0305 0.1929
H 1.22670 -1.29931 1.15813 -0.0081 0.1409 0.0417 0.3562
H 2.43779 -0.02436 -1.68673 -0.1616 -0.0074 -0.0380 0.2227
H 2.84491 -0.88371 -0.18480 -0.4481 0.0996 -0.1775 0.2044
H 3.03582 0.85374 -0.28688 -0.5623 -0.1657 -0.0411 0.2406
H -0.09603 1.85062 -0.05326 -0.0349 0.5457 0.1098 0.4740
```
Forces are in eV/Å.

Values from the calculation:
E_LUMO, hartree: 0.035
Gap between HOMO and LUMO, eV: 9.70
SMILES string: C[C@@H]1CN[C@]1(C)O
Net charge: 0

---

(5)
A 2-piece molecular cluster, C5H11NO overall, computed with wB97M-V/def2-TZVPD.

Geometry as XYZ:
```
18
Properties=species:S:1:pos:R:3:forces:R:3:nbo_charge:R:1
C -2.69942 -0.33252 1.34764 -0.5880 0.1674 -0.1334 -0.6467
C -1.53097 -0.19794 0.42147 -0.5400 -0.4094 0.2748 -0.1823
C -1.02476 0.93211 -0.06286 -0.0591 -0.1596 -0.6212 -0.2174
C 0.26105 0.95034 -0.75202 -0.1294 0.4698 -0.1755 -0.3147
C 0.61291 1.88658 -1.63835 0.3132 -0.3260 0.2585 0.0251
N 1.78286 1.86692 -2.40612 -0.7386 0.1171 0.1303 -0.8116
H -3.53102 0.32066 1.07617 0.0708 0.2310 0.0913 0.2101
H -3.11803 -1.33521 1.36684 0.1197 -0.2019 -0.1755 0.2112
H -2.41538 -0.12142 2.37735 0.0582 0.1561 0.0726 0.2181
H -1.12416 -1.15807 0.12238 0.7138 0.1321 0.2607 0.1912
H -1.60813 1.85628 -0.07800 0.1931 -0.0557 0.5155 0.1951
H 0.98007 0.20523 -0.44804 0.0816 -0.3819 -0.2258 0.1945
H -0.04844 2.72101 -1.81205 -0.0962 0.1954 -0.2189 0.1817
H 2.25875 2.75201 -2.42977 0.2911 -0.0363 -0.1117 0.3740
H 2.36325 1.06824 -2.21678 0.3127 0.1018 0.0598 0.3717
O 1.88951 -3.95020 2.42621 0.5901 -0.0952 -0.4302 -0.9311
H 2.05373 -4.61030 1.73566 -0.2616 0.1090 0.2509 0.4656
H 2.71492 -3.44246 2.41312 -0.3314 -0.0137 0.1778 0.4656
```
Forces are in eV/Å.

Values from the calculation:
E_LUMO, hartree: 0.031
Gap between HOMO and LUMO, eV: 8.40
SMILES string: C/C=C/C=C/N.O
Net charge: 0

---

(6)
The molecule C5H11NO, computed with wB97M-V/def2-TZVPD.

Geometry as XYZ:
```
18
Properties=species:S:1:pos:R:3:forces:R:3:nbo_charge:R:1
C -2.14629 0.12838 -0.83852 0.0328 -0.0151 -0.0751 -0.6337
C -1.52068 -0.45582 0.43423 -0.1356 -0.0575 0.1047 -0.2182
N -0.05587 -0.42384 0.60134 -0.0985 -0.0761 0.0150 -0.4332
C 0.52368 0.78320 1.17140 0.0393 0.1904 0.1927 -0.2540
C 0.80337 0.39837 -0.22782 0.0360 0.0262 -0.1859 -0.1085
C 2.10582 -0.25954 -0.62885 -0.0730 0.1810 -0.2516 -0.0633
O 2.77329 -0.82323 0.47181 -0.0346 -0.2879 0.1703 -0.7144
H -3.17574 0.42942 -0.63465 0.0348 -0.0596 0.0237 0.2188
H -2.18759 -0.61890 -1.63389 0.1350 0.0845 -0.0032 0.2103
H -1.63570 1.00856 -1.23674 -0.0427 -0.0523 0.1717 0.2034
H -1.94534 0.03542 1.31647 0.0013 -0.0520 -0.1152 0.1860
H -1.81608 -1.50851 0.49254 0.0153 0.1363 0.0613 0.1977
H -0.14293 1.63076 1.33139 0.0464 -0.0988 -0.0627 0.1861
H 1.26800 0.63141 1.94822 -0.0615 0.0326 -0.1441 0.2110
H 0.33773 1.01504 -0.99206 0.0840 -0.0780 -0.0074 0.1956
H 1.89619 -1.02503 -1.39068 -0.0039 0.0890 0.0224 0.1606
H 2.78441 0.47323 -1.07243 -0.0573 -0.0013 0.0574 0.1807
H 2.13373 -1.41893 0.88824 0.0821 0.0388 0.0261 0.4750
```
Forces are in eV/Å.

Values from the calculation:
E_LUMO, hartree: 0.039
Gap between HOMO and LUMO, eV: 10.17
SMILES string: CCN1C[C@H]1CO
Net charge: 0

---

M (g mol⁻¹)
173.18; 101.15; 101.15; 101.15; 101.15; 101.15
E_tot (eV)
-16904.071; -8898.349; -8898.257; -8898.609; -8899.685; -8899.420